Molecular formula: C17H21Cl2N2OPS3Y
Method: DFT, ωB97M-V with the def2-TZVPD basis set

Output
**E_HOMO**: -9.8 eV
**Frontier orbital gap**: 7.13 eV
**M**: 556.4 g mol⁻¹
**Total charge**: +1
**Largest force on an atom**: 0.63 eV/Å
**E_LUMO**: -2.65 eV
**Energy above the lowest of the compared OMol25 structures with the same formula, charge and spin**: 0.152 eV

The geometry in XYZ format:
```
48
Properties=species:S:1:pos:R:3:mulliken_charge:R:1
Y 0.14575 0.13635 -0.40003 0.5296
Cl 0.84214 1.05050 -3.14791 -0.0551
Cl -1.65569 -0.32984 -2.65957 -0.0774
S 0.04892 2.68048 -0.14652 -0.3198
S 0.15144 -4.85229 -0.79373 -0.2862
S 2.30752 0.37959 0.90739 -0.4318
P -3.03748 0.53777 1.21365 1.1232
O -1.80650 -0.27330 0.77241 -0.7230
N -1.61308 -3.12091 0.23238 -0.2878
N 0.32854 -2.26192 -0.76629 0.0690
C 3.24046 2.45000 2.39560 -0.7556
C 3.30306 3.74186 2.88854 -0.5649
C 3.63578 -3.98435 -2.66802 -0.4941
C -3.46836 1.82861 0.06421 -1.0116
C -2.78558 1.27818 2.80902 -1.1567
C 1.33147 3.02377 1.04416 0.7497
C 1.40506 4.32390 1.54799 -0.7581
C -4.44775 -0.55434 1.30755 -1.2951
C -0.42963 -3.26682 -0.39205 0.4666
C 1.55147 -4.13088 -1.53995 0.5411
C 2.52129 -1.97039 -1.92578 -0.0259
C 2.26469 2.07154 1.47148 0.7760
C 2.37943 4.68585 2.46122 -0.5474
C 3.58906 -2.59726 -2.54472 -1.0345
C 1.47845 -2.74395 -1.42905 0.1398
C -0.62462 0.41864 -3.91235 -0.3593
C 2.61640 -4.76932 -2.15770 -0.5712
H -1.95427 1.98191 2.73501 0.2985
H -3.65304 1.38831 -0.91622 0.3191
H 4.48161 -4.45400 -3.15178 0.3973
H 4.40795 -1.99875 -2.92143 0.4244
H -4.60259 -1.01650 0.33184 0.3414
H 2.65234 -5.84856 -2.23147 0.4036
H -2.05773 -3.93064 0.62774 0.2429
H -2.54049 0.50423 3.53569 0.3450
H -4.37170 2.33988 0.40092 0.4184
H -0.36354 -0.34272 -4.63501 0.3722
H -3.68620 1.80737 3.12422 0.4197
H -4.26377 -1.33134 2.05118 0.3507
H -1.16809 1.24320 -4.35383 0.3837
H -1.84230 -2.21037 0.61237 0.1531
H 0.68271 5.05266 1.20207 0.4067
H -5.34400 0.00056 1.58823 0.4017
H 3.95781 1.70676 2.72052 0.4256
H 4.07155 4.01025 3.60132 0.3668
H -2.64309 2.54042 0.00511 0.2653
H 2.42025 5.70193 2.83250 0.3681
H 2.54433 -0.89609 -1.79095 0.2563
```